# 1
15
Properties=species:S:1:pos:R:3:nbo_charge:R:1 method="wB97M-V/def2-TZVPD" total_charge=+1 max_force_ha_per_bohr=0.1131 relative_energy_ev=4.8692 molar_mass_g_mol=85.1 homo_ev=-12.977
C -0.07188 -1.51717 0.71176 -0.3186
C 0.87060 -0.31160 0.54311 -0.2258
C -0.09553 0.65802 0.19889 0.4788
C -1.04076 0.38845 -0.95292 -0.6316
N -0.19891 1.78526 0.91606 -0.6828
N 0.95365 -1.46423 -0.32902 -0.5066
H 0.43537 -2.08840 1.59649 0.1987
H 1.73073 -0.06151 1.10048 0.2422
H -0.62530 -0.46246 -1.65539 0.2025
H -1.15457 1.22981 -1.57044 0.2491
H -1.94859 0.12342 -0.54301 0.2775
H 0.51342 1.91943 1.57302 0.4144
H -0.88038 2.57843 0.73287 0.4527
H 1.77283 -1.89309 -0.19269 0.4229
H 0.52455 -1.39251 -1.33418 0.4267

# 2
13
Properties=species:S:1:pos:R:3:nbo_charge:R:1 method="wB97M-V/def2-TZVPD" total_charge=0 max_force_ha_per_bohr=0.0036 relative_energy_ev=0.2985 molar_mass_g_mol=72.1 smiles="CCCC=O" homo_ev=-9.818
C -1.78899 0.09976 0.29680 -0.6021
C -0.47423 -0.19904 -0.41365 -0.3998
C 0.76837 0.06132 0.42549 -0.5106
C 2.03316 -0.01595 -0.39120 0.4497
O 2.07778 0.14580 -1.58195 -0.5231
H -1.83691 1.14887 0.61211 0.2019
H -1.93030 -0.52759 1.18558 0.2010
H -2.62662 -0.08600 -0.38279 0.2132
H -0.44772 -1.24853 -0.73253 0.2022
H -0.38151 0.40364 -1.32212 0.2210
H 0.76670 1.06624 0.87121 0.2295
H 0.87353 -0.63156 1.26298 0.2142
H 2.96674 -0.21696 0.17008 0.1028

# 3
24
Properties=species:S:1:pos:R:3:mulliken_spin:R:1 method="wB97M-V/def2-TZVPD" total_charge=+1 spin_multiplicity=6 max_force_ha_per_bohr=0.1127 relative_energy_ev=1.2164 molar_mass_g_mol=346.4 s2=8.765 homo_ev="-8.672 / -13.251"
C 0.07642 2.46955 -1.82613 0.8518
C -0.36285 1.43685 -3.02751 0.3718
C 0.92319 0.88918 -3.32879 0.3985
C 1.73796 0.95342 -2.22827 0.3581
C 1.09871 1.73476 -1.13890 0.2024
Ir -0.60492 0.47393 -1.40138 2.3687
P -2.53813 0.09640 -0.36914 0.1663
H -0.62522 3.36617 -1.67489 0.0305
H -1.21360 1.17120 -3.71946 0.0006
H 1.12630 0.26493 -4.26681 0.0324
H 1.62993 1.63943 -0.11344 0.0165
H 2.70962 0.40629 -2.20690 0.0061
H -2.88458 -1.20377 -0.01376 0.0198
H -3.66894 0.43244 -1.11659 0.0273
H -2.88634 0.64664 0.85425 0.0357
C 1.00356 -2.46585 3.28328 0.0034
C 0.44350 -1.07153 3.09397 0.0028
C 0.11645 -0.74665 1.68066 0.0776
N -0.18292 -0.85047 0.53406 0.0221
H 0.33827 -3.12870 2.81657 0.0006
H 1.15322 -2.87822 4.24537 0.0001
H 1.97022 -2.47632 2.87764 0.0000
H -0.52293 -0.88705 3.62984 0.0024
H 1.16308 -0.27265 3.41634 0.0043